No. 1
13
Properties=species:S:1:pos:R:3 method="wB97M-V/def2-TZVPD" relative_energy_kj_mol=279.21 max_force_ev_per_a=6.45
N -0.33 -0.88 2.20
C 0.56 -0.37 1.20
S 1.79 -1.15 0.29
N 0.52 0.97 0.93
C 0.66 1.68 -0.14
N 0.28 1.22 -1.34
C -0.85 0.38 -1.74
S -2.07 -0.23 -0.77
H -0.25 -1.93 2.39
H -1.39 -0.56 2.35
H 1.18 2.81 -0.26
H 0.48 2.04 -2.18
H -1.02 0.44 -2.93

---

No. 2
18
Properties=species:S:1:pos:R:3 method="wB97M-V/def2-TZVPD" relative_energy_kj_mol=334.80 max_force_ev_per_a=4.67 smiles="C/C=C/C/C=C/N"
C -0.19 -3.48 0.49
C -0.40 -2.24 -0.23
C 0.29 -1.04 -0.15
C -0.39 0.31 -0.54
C 0.40 1.57 -0.37
C -0.08 2.79 0.07
N 0.78 3.86 0.34
H 0.42 -3.59 1.42
H 0.03 -4.50 -0.05
H -1.03 -3.87 1.02
H -1.26 -2.22 -0.94
H 1.38 -1.08 -0.34
H -1.41 0.39 -0.09
H -0.61 0.15 -1.61
H 1.45 1.36 -0.56
H -1.16 3.01 0.37
H 1.28 3.81 1.20
H 0.50 4.77 -0.02

---

No. 3
72
Properties=species:S:1:pos:R:3 method="wB97M-V/def2-TZVPD" relative_energy_kj_mol=73.54 max_force_ev_per_a=2.17 charge=+2
Zr 0.27 0.29 -0.33
C -1.92 3.81 -2.47
C -2.74 2.61 -2.16
N -4.03 2.65 -2.41
C -4.80 1.59 -2.22
C -4.32 0.37 -1.78
C -5.27 -0.80 -1.61
O -4.88 -1.95 -2.34
C -2.94 0.27 -1.48
C -2.34 -1.02 -1.30
N -1.08 -1.20 -1.06
C -0.48 -2.45 -1.29
C -0.91 -3.64 -0.71
C -0.29 -4.84 -1.04
C 0.72 -4.87 -1.98
C 1.16 -3.70 -2.58
C 0.57 -2.51 -2.21
I 1.19 -0.65 -3.13
C -2.12 1.44 -1.63
O -0.83 1.45 -1.33
H -2.09 4.08 -3.52
H -0.86 3.61 -2.32
H -2.24 4.67 -1.88
H -5.84 1.73 -2.47
H -6.28 -0.48 -1.90
H -5.30 -1.08 -0.55
H -5.33 -1.97 -3.19
H -2.98 -1.88 -1.55
H -1.71 -3.61 0.01
H -0.63 -5.75 -0.56
H 1.18 -5.81 -2.25
H 1.94 -3.72 -3.33
C -2.13 2.17 1.59
P -0.28 2.10 1.56
C 0.09 3.82 0.99
C 0.12 2.10 3.35
C 0.93 3.05 3.95
C 1.22 2.96 5.31
C 0.70 1.93 6.07
C -0.13 0.99 5.47
C -0.41 1.06 4.12
H -2.55 1.17 1.71
H -2.48 2.59 0.64
H -2.49 2.80 2.41
H -0.49 4.54 1.56
H -0.20 3.89 -0.07
H 1.14 4.07 1.09
H 1.32 3.89 3.39
H 1.85 3.71 5.77
H 0.93 1.86 7.12
H -0.55 0.20 6.07
H -1.04 0.31 3.66
N 2.13 1.86 -0.68
H 1.89 2.65 -1.29
H 2.86 1.32 -1.16
H 2.59 2.27 0.15
O 0.22 -0.93 1.33
C 1.46 -1.19 1.17
O 1.97 -0.78 0.07
C 2.29 -1.82 2.19
C 3.58 -2.23 1.87
C 4.42 -2.73 2.85
C 3.94 -2.80 4.15
C 2.65 -2.42 4.49
C 1.82 -1.93 3.51
N 4.84 -3.28 5.22
O 5.97 -3.55 4.89
O 4.38 -3.34 6.32
H 3.93 -2.16 0.85
H 5.43 -3.05 2.63
H 2.33 -2.49 5.52
H 0.81 -1.62 3.74

---

No. 4
77
Properties=species:S:1:pos:R:3 method="wB97M-V/def2-TZVPD" relative_energy_kj_mol=30.05 max_force_ev_per_a=1.05 charge=-1
Li -0.16 0.22 -0.05
C -1.43 -5.28 4.63
C -2.54 -4.81 3.69
C -3.85 -4.77 4.48
C -2.71 -5.83 2.55
C -2.18 -3.45 3.10
C -1.03 -3.31 2.34
C -0.69 -2.09 1.77
Se 0.92 -2.00 0.70
C 0.18 -2.48 -1.01
C -0.14 -3.81 -1.23
C -0.70 -4.21 -2.44
C -0.88 -3.21 -3.40
C -0.55 -1.87 -3.23
C -0.03 -1.44 -1.97
O 0.25 -0.22 -1.66
C -0.83 -0.96 -4.44
C -0.08 -1.50 -5.67
C -2.34 -0.98 -4.74
C -0.42 0.51 -4.29
C -1.11 -5.65 -2.73
C -0.32 -6.18 -3.94
C -0.85 -6.58 -1.54
C -2.62 -5.70 -3.05
C -1.47 -0.92 1.93
O -1.11 0.20 1.38
C -2.65 -1.06 2.74
C -2.96 -2.30 3.28
C -3.55 0.15 2.99
C -4.10 0.68 1.65
C -2.75 1.25 3.70
C -4.75 -0.20 3.87
H -1.68 -6.26 5.06
H -1.30 -4.57 5.45
H -0.48 -5.37 4.11
H -4.07 -5.77 4.87
H -4.69 -4.46 3.85
H -3.78 -4.08 5.32
H -2.99 -6.81 2.94
H -1.79 -5.93 1.97
H -3.50 -5.49 1.86
H -0.37 -4.15 2.17
H 0.04 -4.51 -0.43
H -1.30 -3.52 -4.36
H -0.37 -2.53 -5.90
H 1.00 -1.49 -5.47
H -0.27 -0.88 -6.54
H -2.70 -1.98 -4.96
H -2.57 -0.34 -5.60
H -2.89 -0.60 -3.88
H 0.64 0.60 -4.06
H -0.97 1.00 -3.49
H -0.63 1.04 -5.24
H 0.75 -6.13 -3.74
H -0.53 -5.59 -4.83
H -0.60 -7.22 -4.15
H 0.21 -6.60 -1.29
H -1.17 -7.59 -1.80
H -1.42 -6.25 -0.67
H -2.85 -5.10 -3.93
H -3.19 -5.32 -2.21
H -2.93 -6.73 -3.25
H -3.85 -2.38 3.88
H -3.29 0.98 1.01
H -4.76 1.55 1.83
H -4.68 -0.10 1.15
H -1.89 1.53 3.09
H -2.39 0.89 4.67
H -3.37 2.14 3.86
H -5.38 -0.96 3.41
H -5.36 0.70 4.02
H -4.43 -0.55 4.86
Cl 1.70 1.86 0.55
C 0.82 3.26 -0.08
Cl -0.77 2.78 -0.68
H 1.38 3.68 -0.90
H 0.69 3.97 0.72

---

No. 5
30
Properties=species:S:1:pos:R:3 method="wB97M-V/def2-TZVPD" relative_energy_kj_mol=644.71 max_force_ev_per_a=10.99
O 0.47 0.06 -0.25
H -0.50 0.05 -0.53
H 0.59 -0.76 0.13
H 0.98 0.37 -1.03
C 0.93 -2.47 1.27
O 0.45 -2.51 -0.04
H 0.84 -3.48 1.56
H 0.71 -1.58 1.88
H 1.83 -2.54 1.20
O -1.64 -2.98 0.57
H -2.05 -3.69 0.10
H -0.74 -3.14 0.23
O 1.09 1.27 -2.36
H 0.94 2.20 -2.41
H 2.05 1.63 -2.06
O -0.41 3.41 -1.23
H -0.84 2.91 -0.48
H -1.07 3.13 -2.00
O 3.67 1.53 -1.10
H 3.34 1.51 -0.23
H 4.17 0.72 -1.16
O -1.45 1.92 1.05
H -2.31 1.69 0.62
H -1.66 1.12 1.62
O -1.98 0.11 -1.38
H -1.88 -0.61 -2.01
H -2.73 0.67 -1.32
O -1.32 -0.10 2.96
H -0.73 0.29 3.66
H -0.74 -0.75 2.75

---

No. 6
3
Properties=species:S:1:pos:R:3 method="wB97M-V/def2-TZVPD" relative_energy_kj_mol=369.57 max_force_ev_per_a=9.28 charge=+3
Ca -1.60 0.12 -1.57
Ca 1.84 -0.36 1.22
I -0.25 0.24 0.35